The following is a quantum chemistry calculation of a structure of composition C11H18ClF9N9O8RhS, from OMol25.

Each line ends with the Löwdin charge.
Cartesian coordinates (Å):
Rh: -0.345 -0.078 -0.404  1.417
C: 1.365 -4.112 2.807  -0.034
N: 1.621 -3.283 1.641  -0.133
C: 2.995 -2.868 1.394  -0.032
C: 0.640 -2.592 1.035  -0.435
N: 0.820 -1.861 -0.018  0.072
N: -0.607 -2.690 1.622  0.151
C: -1.771 -2.109 1.167  -0.503
N: -2.769 -2.102 2.089  0.189
N: -1.885 -1.633 -0.036  0.041
H: 2.180 -4.825 2.909  0.093
H: 0.447 -4.682 2.676  0.095
H: 1.303 -3.507 3.717  0.102
H: 3.611 -3.200 2.225  0.094
H: 3.049 -1.780 1.353  0.084
H: 3.390 -3.304 0.474  0.096
H: 1.742 -1.919 -0.426  0.069
H: -0.580 -2.765 2.634  0.113
H: -2.436 -1.971 3.041  0.089
H: -3.517 -1.461 1.862  0.108
H: -2.806 -1.233 -0.185  0.054
O: -2.270 0.789 -1.259  -0.515
Cl: -3.073 1.714 -0.350  0.698
O: -2.159 2.536 0.352  -0.295
O: -3.924 2.445 -1.231  -0.304
O: -3.826 0.876 0.533  -0.317
N: -3.041 0.514 -6.065  0.173
C: -2.395 0.501 -4.888  -0.481
N: -2.569 1.512 -4.036  0.209
N: -1.603 -0.548 -4.664  0.124
C: -0.900 -0.496 -3.570  -0.311
N: -0.264 -0.462 -2.601  0.097
H: -3.663 1.256 -6.326  0.111
H: -2.801 -0.191 -6.738  0.114
H: -3.226 2.247 -4.236  0.122
H: -2.256 1.432 -3.066  0.062
C: 0.017 1.502 3.972  -0.125
S: -0.008 -0.039 3.113  0.431
O: 1.362 -0.467 2.906  -0.321
O: -0.789 -0.966 3.940  -0.362
O: -0.712 0.261 1.841  -0.434
H: 0.471 1.342 4.946  0.070
H: -1.007 1.848 4.076  0.072
H: 0.601 2.208 3.384  0.053
F: 3.442 0.299 -0.887  0.156
C: 3.408 1.586 -0.515  -0.552
F: 4.304 2.246 -1.255  0.176
F: 3.800 1.644 0.758  0.184
C: 1.966 2.152 -0.683  -0.270
O: 1.098 1.242 -0.186  -0.211
C: 1.818 3.469 0.141  -0.549
F: 2.875 4.276 -0.020  0.173
F: 0.722 4.135 -0.226  0.184
F: 1.715 3.190 1.442  0.171
C: 1.678 2.425 -2.194  -0.558
F: 2.242 3.563 -2.621  0.175
F: 2.156 1.431 -2.947  0.165
F: 0.365 2.501 -2.416  0.153

**LUMO energy (spin up / spin down)**: 0.351 / -2.473 eV
**Relative energy (zero: lowest compared OMol25 entry of this formula, charge and spin)**: 0.0 kcal/mol
**Molar mass**: 745.7 g/mol
**Multiplicity**: 5
**E**: -92307.1429 eV
**Highest occupied orbital energy (spin up / spin down)**: -0.337 / -0.354 hartree
**Charge**: 0